[1]
The following is a DFT calculation (ωB97M-V with the def2-TZVPD basis set) of a structure of composition C33H44CuN3P2S2 at a distorted geometry.

The geometry in XYZ format:
```
85
Properties=species:S:1:pos:R:3:forces:R:3:lowdin_charge:R:1
Cu 0.64262 -0.57142 0.01900 -0.1 -0.6 0.0 -0.3375
C 0.53941 3.43082 0.25182 0.1 0.1 0.2 -0.1961
P 0.37172 1.68422 -0.35078 0.5 0.0 0.4 0.9065
C -0.09708 1.71936 -2.10052 0.3 1.8 0.1 -0.3669
N -0.11255 2.90941 -2.69059 -0.1 -0.6 -0.2 0.1098
C -0.16462 2.92771 -4.04394 -0.1 -0.6 -0.1 -0.2191
C -0.06667 4.14823 -4.72500 0.1 0.3 -0.7 -0.0179
C -0.01686 4.17205 -6.10376 0.0 0.6 0.9 -0.1095
C -0.07084 2.98847 -6.83136 -0.2 -1.0 -0.3 -0.1151
C -0.19776 1.77383 -6.18973 0.1 0.5 -0.5 -0.0241
C -0.25650 1.71851 -4.78876 0.0 0.6 0.1 -0.2210
N -0.36497 0.52412 -4.16762 0.2 0.3 0.9 0.1362
C -0.25728 0.53249 -2.83852 -0.4 -0.7 -2.3 -0.3776
P -0.10167 -1.08646 -2.05394 -0.5 -1.1 0.5 0.9758
C 0.73451 -2.02079 -3.39490 0.0 0.2 0.2 -0.2313
C -1.82127 -1.84301 -2.05934 0.0 0.2 -0.1 -0.6862
C -1.66216 -3.29238 -1.59533 0.2 0.1 0.0 -0.1013
C -2.52772 -1.76429 -3.40731 0.1 0.1 0.1 -0.1000
C -2.56449 -1.04271 -0.99461 0.1 0.0 0.1 -0.1152
C 2.34160 1.71903 -0.99490 0.4 0.3 -0.4 -0.6399
C 2.83205 2.97826 -1.71829 0.0 -0.2 0.1 -0.1235
C 2.66424 0.53468 -1.89736 0.0 0.1 0.1 -0.1621
C 3.09669 1.53533 0.31884 -0.3 -0.1 -0.1 -0.1269
H 1.50515 3.89633 0.09222 0.1 0.0 0.0 0.0160
H 0.31081 3.41930 1.32012 0.0 0.1 -0.1 0.0512
H -0.22800 4.00631 -0.25927 0.0 0.2 0.0 0.0315
H 0.00546 5.05679 -4.14482 0.0 0.0 0.1 0.1091
H 0.09079 5.11880 -6.61991 0.0 0.0 0.0 0.0910
H -0.02255 3.02531 -7.91297 0.0 0.0 0.0 0.0892
H -0.21597 0.84402 -6.74069 -0.1 -0.1 0.0 0.1044
H 0.19481 -1.89949 -4.33306 0.1 -0.1 0.0 0.0216
H 0.81935 -3.06560 -3.09519 0.0 0.0 0.0 0.0362
H 1.73968 -1.61080 -3.49309 0.0 -0.1 -0.1 0.0349
H -1.26672 -3.93197 -2.38638 0.0 0.0 -0.1 0.0669
H -2.62612 -3.69641 -1.27901 -0.1 0.0 0.0 0.0798
H -0.97536 -3.32941 -0.74687 0.0 -0.1 0.1 0.0554
H -2.00796 -2.36949 -4.15021 0.0 0.0 -0.1 0.0642
H -2.56055 -0.73481 -3.76145 -0.1 0.0 -0.1 0.0555
H -3.55336 -2.13197 -3.32042 -0.1 -0.1 0.0 0.0752
H -2.10455 -1.20784 -0.02059 -0.1 0.0 0.0 0.0165
H -3.61623 -1.33194 -0.93694 -0.1 0.0 -0.1 0.0862
H -2.49881 0.02540 -1.20368 -0.1 0.0 0.1 0.0394
H 2.04663 3.38669 -2.35288 0.1 0.2 -0.1 0.0474
H 3.68654 2.73421 -2.35583 0.2 0.1 -0.1 0.0628
H 3.15826 3.75930 -1.03114 0.0 0.1 0.1 0.0561
H 2.33104 0.71217 -2.92086 0.0 0.1 -0.2 0.0700
H 2.18333 -0.36748 -1.52233 0.4 -0.1 -0.1 -0.0527
H 3.74093 0.34222 -1.92656 0.2 0.0 0.0 0.0817
H 2.92821 2.37624 0.99382 0.0 0.1 0.1 0.0628
H 4.17071 1.43098 0.14924 0.2 0.0 0.0 0.0737
H 2.73866 0.62693 0.81211 0.2 0.0 0.1 0.0504
S 2.26131 -2.49991 -0.02177 0.2 0.2 -0.5 0.5290
C 2.22046 -2.74141 1.69287 0.2 -0.1 -0.1 -0.7476
C 3.28802 -3.37934 2.31473 0.1 -0.1 0.2 -0.1799
C 3.32374 -3.55266 3.68571 0.3 -0.2 0.2 -0.1628
C 2.28064 -3.07780 4.46504 0.1 -0.1 0.3 -0.1626
C 1.20780 -2.45097 3.86073 0.0 -0.1 0.1 -0.1716
C 1.14045 -2.29255 2.48072 -0.1 -0.2 0.1 -0.7055
S -0.28039 -1.59359 1.77602 -0.7 -0.3 0.6 0.6199
H 4.09725 -3.72975 1.68673 0.1 0.0 0.0 0.0718
H 4.16935 -4.05268 4.14640 0.0 0.0 0.0 0.0716
H 2.30363 -3.19157 5.54433 0.0 0.0 0.0 0.0723
H 0.39175 -2.07169 4.45849 -0.1 0.0 0.1 0.0754
C -5.26135 3.43236 -1.28243 -0.1 0.0 -0.1 -0.1452
N -3.97079 3.23784 -1.89523 -0.1 0.1 0.0 -0.2578
C -3.89946 1.92107 -2.48163 -0.1 0.0 0.0 -0.1032
C -2.81713 3.57853 -1.05636 0.1 0.2 0.0 -0.1681
C -2.59921 2.80097 0.23022 -0.1 -0.1 0.0 -0.2185
C -3.49739 3.04229 1.26985 -0.2 0.2 0.1 -0.0936
C -3.37191 2.44580 2.50970 -0.3 0.1 0.1 -0.1219
C -2.28650 1.62400 2.74988 0.0 0.1 0.2 -0.1001
C -1.36471 1.44386 1.74201 0.1 -0.2 0.0 -0.2029
C -1.49668 1.95989 0.45397 -0.3 0.1 0.0 -0.2445
H -6.02943 3.37649 -2.05915 -0.1 0.0 0.0 0.0722
H -5.30768 4.42332 -0.83496 -0.1 0.1 0.1 0.0736
H -5.51122 2.68387 -0.51203 0.1 0.0 0.0 0.0788
H -4.56692 1.88226 -3.34898 0.0 -0.1 0.0 0.0813
H -4.20017 1.12603 -1.78240 0.1 0.0 -0.1 0.0777
H -2.88304 1.73490 -2.81490 0.1 -0.1 -0.1 0.0664
H -2.94401 4.63994 -0.79271 0.1 -0.1 -0.1 0.1192
H -1.93516 3.50163 -1.69618 -0.2 0.1 0.2 0.0782
H -4.29548 3.76395 1.13388 -0.1 0.0 -0.1 0.0828
H -4.10488 2.65441 3.28215 0.0 0.0 0.0 0.0818
H -2.13050 1.17038 3.72008 0.0 -0.1 0.1 0.0934
H -0.46278 0.87920 1.95026 -0.1 -0.1 0.1 0.0064
```
Forces are in eV/Å.

Summary:
Total charge = -2
Orbital gap = 0.155 Ha
Highest occupied orbital energy = -0.15 eV
LUMO level = 0.150 Ha


[2]
The following is a DFT calculation (ωB97M-V with the def2-TZVPD basis set) of a structure of composition C33H44N2O4P2Pd.

The geometry in XYZ format:
```
86
Properties=species:S:1:pos:R:3:forces:R:3:mulliken_spin:R:1
Pd 0.44378 -0.09411 0.18991 0.3 0.3 -0.3 1.2287
C -1.29833 1.56272 -3.91113 0.0 0.0 0.0 0.0248
C -2.36416 2.18126 -3.00128 0.0 0.0 0.0 0.0988
C -3.75943 2.09288 -3.62206 0.0 0.0 0.0 0.0226
P -2.24033 1.51620 -1.29174 0.0 -0.1 0.0 0.5478
C -3.60306 0.49057 -0.61778 0.0 -0.1 0.0 0.0440
C -3.82954 -0.81011 -1.39675 0.0 0.0 0.0 0.0066
C -4.91409 1.26249 -0.41539 0.0 0.0 0.0 0.0432
C -2.05830 2.90916 -0.14879 0.0 0.0 0.0 0.2363
C -2.91697 3.98040 -0.30823 0.0 0.0 0.0 0.1105
C -2.97386 5.04502 0.60106 0.0 0.0 0.0 0.1468
C -3.92697 6.18044 0.40749 0.0 0.0 0.0 -0.0117
C -2.14339 4.97797 1.72604 0.0 0.0 0.0 -0.0317
C -1.25371 3.94898 1.89754 0.0 0.0 0.0 0.1637
C -1.12999 2.89860 0.94053 0.1 0.0 -0.1 -0.0876
N -0.19830 1.92795 1.05787 0.1 -0.1 0.3 0.5796
C 0.80956 2.05735 2.04645 -0.1 -0.2 0.0 -0.0323
C 1.62104 3.18186 2.16488 0.0 0.0 0.0 0.0737
C 2.60951 3.21793 3.13391 0.0 0.0 0.0 -0.0118
C 2.81400 2.15167 4.00896 0.0 0.0 0.0 0.0543
C 3.89320 2.19884 5.05182 0.0 0.0 0.0 -0.0032
C 2.01462 1.01801 3.86590 0.0 0.0 0.0 0.0023
C 1.02933 0.94955 2.89279 -0.1 0.1 -0.1 0.0045
P 0.07856 -0.53216 2.48422 -0.1 -0.1 0.0 0.1537
C 0.89660 -1.98272 3.24015 0.0 0.0 0.0 0.0825
C 0.63991 -3.24586 2.41105 0.0 0.0 0.0 0.0321
C 0.56209 -2.20433 4.71770 0.0 0.0 0.0 0.0204
C -1.65860 -0.29622 3.02541 0.0 0.0 0.0 0.0857
C -2.50675 -1.52604 2.69201 0.0 0.0 0.0 0.0177
C -1.82018 0.15713 4.47837 0.0 0.0 0.0 0.0248
H -1.29562 2.10771 -4.85527 0.0 0.0 0.0 0.0004
H -1.51544 0.51552 -4.11707 0.0 0.0 0.0 -0.0004
H -0.30035 1.63195 -3.47720 0.0 0.0 0.0 -0.0066
H -2.10816 3.23368 -2.84449 0.0 0.0 0.0 0.0103
H -4.06159 1.06021 -3.78998 0.0 0.0 0.0 0.0010
H -3.72953 2.58422 -4.59525 0.0 0.0 0.0 0.0041
H -4.52201 2.58975 -3.02407 0.0 0.0 0.0 -0.0047
H -3.20122 0.23968 0.37251 0.0 0.0 0.0 -0.0371
H -3.88353 -0.65143 -2.47241 0.0 0.0 0.0 -0.0011
H -4.77951 -1.24185 -1.08001 0.0 0.0 0.0 -0.0005
H -3.04312 -1.53516 -1.21342 0.0 0.0 0.0 0.0000
H -5.42192 1.43263 -1.36335 0.0 0.0 0.0 0.0003
H -4.77892 2.21579 0.09262 0.0 0.0 0.0 -0.0086
H -5.57396 0.65070 0.20098 0.0 0.0 0.0 0.0038
H -3.59181 4.00454 -1.15727 0.0 0.0 0.0 0.0109
H -4.30584 6.21931 -0.61190 0.0 0.0 0.0 -0.0007
H -3.45092 7.13270 0.64053 0.0 0.0 0.0 0.0103
H -4.78130 6.07399 1.08084 0.0 0.0 0.0 0.0215
H -2.20327 5.75584 2.47734 0.0 0.0 0.0 0.0058
H -0.64371 3.92493 2.78808 0.0 0.0 0.0 -0.0075
H 1.49104 4.01265 1.48294 0.0 0.0 0.0 -0.0026
H 3.23895 4.09557 3.21285 0.0 0.0 0.0 0.0011
H 4.15941 3.22418 5.30064 0.0 0.0 0.0 0.0006
H 4.79598 1.70249 4.68982 0.0 0.0 0.0 0.0055
H 3.58229 1.69273 5.96495 0.0 0.0 0.0 0.0014
H 2.18248 0.17681 4.52796 0.0 0.0 0.0 0.0010
H 1.95637 -1.72481 3.14736 0.0 0.0 0.0 0.0176
H -0.39163 -3.58519 2.50911 0.0 0.0 0.0 -0.0010
H 1.28451 -4.05014 2.76705 0.0 0.0 0.0 0.0015
H 0.84396 -3.08926 1.35023 0.0 0.0 0.0 -0.0031
H -0.45629 -2.57376 4.83833 0.0 0.0 0.0 0.0023
H 0.67040 -1.30343 5.32122 0.0 0.0 0.0 -0.0048
H 1.23220 -2.96310 5.12376 0.0 0.0 0.0 0.0015
H -1.98130 0.52701 2.37922 0.0 0.0 0.0 -0.0034
H -2.27530 -2.36080 3.35419 0.0 0.0 0.0 0.0023
H -2.36797 -1.85970 1.66057 0.0 0.0 0.0 -0.0037
H -3.56259 -1.28892 2.83110 0.0 0.0 0.0 -0.0001
H -1.71024 -0.67439 5.17212 0.0 0.0 0.0 0.0001
H -2.82185 0.56719 4.61512 0.0 0.0 0.0 0.0005
H -1.10277 0.93220 4.75239 0.0 0.0 0.0 -0.0019
O 4.63514 -1.85883 0.55798 0.0 0.1 0.0 0.0026
C 3.42348 -1.37977 0.33807 0.0 -0.1 0.1 -0.0088
O 2.92268 -0.47750 0.97683 0.0 0.1 0.0 0.0114
C 2.71169 -2.07179 -0.77840 0.0 0.1 0.0 0.0180
C 3.25743 -3.09952 -1.52260 0.0 0.0 0.0 -0.0026
C 2.50314 -3.62950 -2.56434 0.0 0.0 0.0 0.0058
C 1.25250 -3.10398 -2.83189 0.0 0.0 0.0 0.0013
C 0.78405 -2.06796 -2.03502 0.1 -0.1 0.0 0.0058
N 1.49698 -1.57753 -1.02948 0.0 -0.1 0.1 0.0678
C -0.55776 -1.42279 -2.28662 -0.1 0.0 0.0 0.0263
O -1.24887 -1.79139 -3.20171 0.0 0.0 -0.1 0.0317
O -0.85562 -0.45812 -1.45062 -0.2 0.0 0.1 0.1972
H 5.05989 -1.34809 1.26622 0.0 0.0 0.0 -0.0007
H 4.24650 -3.46903 -1.29435 0.0 0.0 0.0 -0.0001
H 2.89842 -4.43855 -3.16337 0.0 0.0 0.0 0.0000
H 0.62902 -3.46293 -3.63877 0.0 0.0 0.0 0.0014
```
Forces are in eV/Å.

Summary:
Total charge = +2
Orbital gap (spin up / spin down) = 0.288 / 0.238 Ha
Highest occupied orbital energy (spin up / spin down) = -13.30 / -14.11 eV
Spin multiplicity = 5
LUMO level (spin up / spin down) = -0.201 / -0.281 Ha